1.
12
Properties=species:S:1:pos:R:3 method="wB97M-V/def2-TZVPD" orbital_gap_ev=8.036 e_tot_ev=-30473.98361 homo_energy_ev=-9.372 lumo_energy_ev=-1.34 relative_energy_kcal_mol=0.0
P -0.44 1.13 0.03
F -0.99 1.91 1.28
F -1.85 -3.45 0.23
F -0.02 2.52 -0.65
F -1.40 0.82 -1.18
F -1.00 -0.25 0.73
O 1.08 0.66 0.05
O 2.85 -0.64 0.32
C 1.67 -0.61 -0.01
O 1.00 -1.56 -0.45
Li 2.78 -2.58 -0.24
Li -0.82 -2.16 -0.14

=====

2.
7
Properties=species:S:1:pos:R:3 method="wB97M-V/def2-TZVPD" orbital_gap_ev="8.822 / 7.279" e_tot_ev=-22217.68555 homo_energy_ev="-12.591 / -11.608" lumo_energy_ev="-3.77 / -4.33" relative_energy_kcal_mol=72.2
C 2.40 0.15 -0.10
N 3.31 -0.57 0.11
O -1.49 -1.47 0.21
O -2.18 0.30 -1.30
O 1.46 0.89 -0.15
F -2.03 0.80 1.32
S -1.47 -0.10 -0.08

=====

3.
15
Properties=species:S:1:pos:R:3 method="wB97M-V/def2-TZVPD" orbital_gap_ev=9.825 e_tot_ev=-8273.25807 homo_energy_ev=-9.230 lumo_energy_ev=0.60 relative_energy_kcal_mol=29.0
N -0.77 0.72 0.14
C -0.71 -0.75 0.04
N -0.11 -1.26 -1.15
H -0.14 1.19 0.86
H -0.39 0.97 -0.70
H -1.85 -1.05 0.24
H -0.30 -1.17 0.91
H -0.45 -2.11 -1.48
H 0.87 -1.13 -1.12
O -2.14 3.89 0.33
H -1.54 4.49 -0.05
H -1.93 3.03 -0.09
O 3.33 -2.20 0.37
H 2.43 -2.20 0.48
H 3.68 -2.41 1.22

=====

4.
15
Properties=species:S:1:pos:R:3 method="wB97M-V/def2-TZVPD" orbital_gap_ev=9.723 e_tot_ev=-8273.91336 homo_energy_ev=-9.050 lumo_energy_ev=0.67 relative_energy_kcal_mol=13.9
N 3.14 -0.47 -0.54
C 2.29 0.39 0.22
N 0.93 -0.10 0.33
H 2.95 -1.41 -0.19
H 2.80 -0.50 -1.49
H 2.76 0.56 1.18
H 2.26 1.32 -0.35
H 0.40 0.21 1.14
H 0.79 -1.10 0.29
O -5.85 2.06 -3.28
H -5.65 2.29 -4.19
H -5.66 1.13 -3.16
O -0.67 -1.44 3.03
H 0.29 -1.59 3.02
H -0.80 -1.35 3.99

=====

5.
16
Properties=species:S:1:pos:R:3 method="wB97M-V/def2-TZVPD" orbital_gap_ev=4.470 e_tot_ev=-10313.47190 homo_energy_ev=-9.719 lumo_energy_ev=-5.25 relative_energy_kcal_mol=210.0
N 1.12 0.23 0.72
C 0.65 -1.02 0.27
N 0.00 -1.08 -1.00
H 0.39 0.98 0.92
H 1.63 0.52 -0.12
H 1.63 -1.50 -0.02
H -1.00 -0.92 -1.08
H -1.73 0.32 1.05
H 0.59 -0.44 -1.64
O -1.10 1.44 0.75
H 0.27 -1.66 1.10
H 2.29 0.85 -2.61
O 1.69 0.80 -1.93
H -2.99 -0.66 1.43
H -1.23 2.11 1.35
O -2.04 -0.69 1.19

=====

6.
17
Properties=species:S:1:pos:R:3 method="wB97M-V/def2-TZVPD" total_charge=-1 orbital_gap_ev="2.126 / 9.218" e_tot_ev=-12368.75138 homo_energy_ev="0.781 / -6.406" lumo_energy_ev="2.91 / 2.81" multiplicity=2 relative_energy_kcal_mol=30.1
N 1.49 0.61 -0.89
C 0.64 1.09 0.09
N -0.08 2.28 -0.21
O 0.40 0.44 1.11
H 1.68 1.40 -1.55
H 2.46 0.44 -0.67
H -0.95 2.52 0.25
H -0.03 2.73 -1.13
H 1.91 -2.51 0.96
H 1.95 -1.21 0.31
O 2.40 -1.67 0.95
H 0.11 1.72 3.39
H -0.18 0.23 3.14
O 0.21 0.88 3.82
H -3.94 -3.16 -2.42
H -4.28 -3.13 -3.91
O -3.81 -2.65 -3.22

=====

7.
17
Properties=species:S:1:pos:R:3 method="wB97M-V/def2-TZVPD" orbital_gap_ev=10.241 e_tot_ev=-12370.14432 homo_energy_ev=-10.007 lumo_energy_ev=0.23 relative_energy_kcal_mol=21.7
N 0.65 -2.21 1.21
C -0.45 -1.43 1.23
N -0.41 -0.30 0.48
O -1.48 -1.76 1.81
H 1.53 -1.91 0.83
H 0.64 -3.08 1.70
H -1.21 0.29 0.46
H 0.28 -0.15 -0.24
O -0.11 4.48 -2.09
H -0.58 5.02 -2.74
H 0.76 4.31 -2.49
O 1.57 2.36 0.24
H 2.32 2.96 0.16
H 1.14 2.39 -0.62
O -1.78 -3.53 -0.28
H -1.50 -3.05 0.53
H -1.37 -4.39 -0.18

=====

8.
14
Properties=species:S:1:pos:R:3 method="wB97M-V/def2-TZVPD" total_charge=+1 orbital_gap_ev=10.955 e_tot_ev=-5663.18042 homo_energy_ev=-14.107 lumo_energy_ev=-3.15 relative_energy_kcal_mol=10.3
N 0.52 -0.40 2.26
H 0.52 0.14 3.13
H -0.45 -0.76 2.28
H 1.12 -1.20 2.51
H 0.71 -0.13 0.79
N 0.91 0.01 -0.31
C -0.33 -0.23 -1.32
N -1.31 0.73 -1.10
H 1.59 -0.73 -0.55
H 1.51 0.81 -0.53
H -0.67 -1.26 -1.12
H 0.21 -0.16 -2.26
H -1.30 1.42 -1.83
H -2.10 0.69 -0.50

=====

9.
16
Properties=species:S:1:pos:R:3 method="wB97M-V/def2-TZVPD" total_charge=+1 orbital_gap_ev=6.302 e_tot_ev=-9753.00442 homo_energy_ev=-15.121 lumo_energy_ev=-8.82 relative_energy_kcal_mol=166.4
N 0.83 1.26 0.68
C 1.31 0.01 0.22
N 0.49 -1.08 0.61
N 1.21 -0.05 -1.17
H 1.43 1.80 1.27
H -0.17 1.35 0.90
H 2.34 -0.13 0.56
H 0.90 -1.71 1.29
H 1.98 0.28 -1.73
H 0.27 -0.08 -1.60
H -0.70 -0.71 0.90
H -2.34 -0.67 -2.17
O -1.73 -0.01 -1.82
H -1.95 0.09 -0.88
H -2.30 -0.35 1.77
O -1.56 -0.01 1.16

=====

10.
14
Properties=species:S:1:pos:R:3 method="wB97M-V/def2-TZVPD" orbital_gap_ev="3.605 / 12.528" e_tot_ev=-6780.44864 homo_energy_ev="-2.932 / -12.010" lumo_energy_ev="0.67 / 0.52" multiplicity=2 relative_energy_kcal_mol=22.9
C -2.54 0.30 -0.42
N -1.10 0.76 0.07
H -2.89 -0.20 0.52
H -3.13 1.16 -0.81
H -2.24 -0.55 -1.20
H -0.44 0.10 0.64
H -1.28 1.55 0.67
H -0.62 1.07 -0.75
H 1.54 -0.27 0.64
H 1.13 -0.26 2.24
O 0.89 -0.17 1.29
H 3.37 -1.95 -0.92
H 4.06 -0.54 -1.14
O 3.25 -1.00 -0.81

=====

11.
16
Properties=species:S:1:pos:R:3 method="wB97M-V/def2-TZVPD" total_charge=-1 orbital_gap_ev=7.887 e_tot_ev=-10880.39480 homo_energy_ev=-3.915 lumo_energy_ev=3.97 relative_energy_kcal_mol=11.4
N -1.15 -0.23 2.36
C -0.63 -1.19 1.32
O -0.58 -0.75 0.06
H -1.58 0.50 1.80
H -0.30 0.15 2.79
H -1.18 -2.15 1.40
H 0.36 -1.49 1.73
H 2.20 0.21 0.49
H 0.73 0.36 0.05
O 1.64 0.75 -0.08
H 0.92 2.24 -1.33
H 1.28 3.28 -2.35
O 0.60 3.07 -1.71
H -0.41 -1.42 -1.50
H -1.41 -1.66 -2.58
O -0.48 -1.66 -2.45

=====

12.
15
Properties=species:S:1:pos:R:3 method="wB97M-V/def2-TZVPD" orbital_gap_ev=11.067 e_tot_ev=-9388.53475 homo_energy_ev=-10.404 lumo_energy_ev=0.66 relative_energy_kcal_mol=20.7
C 1.81 -0.66 -3.05
O 2.17 -0.40 -1.70
H 2.30 -1.57 -3.41
H 0.73 -0.64 -3.09
H 2.18 0.12 -3.77
H 3.12 -0.41 -1.59
O -1.97 -0.72 0.54
H -1.19 -1.18 0.86
H -2.24 0.06 1.05
O -2.53 1.41 3.34
H -2.10 0.56 3.51
H -3.48 1.38 3.47
O 0.86 0.36 0.46
H 1.44 -0.04 -0.23
H 0.09 0.73 0.02

=====

13.
16
Properties=species:S:1:pos:R:3 method="wB97M-V/def2-TZVPD" orbital_gap_ev=10.948 e_tot_ev=-11435.93881 homo_energy_ev=-10.860 lumo_energy_ev=0.09 relative_energy_kcal_mol=12.4
C 1.07 2.20 -0.68
O 0.68 2.72 0.33
H 0.56 1.37 -1.24
H 1.88 2.67 -1.34
O 1.11 0.21 1.98
H 1.06 1.08 1.56
H 2.07 0.05 1.95
O -1.81 -1.24 1.88
H -1.06 -0.65 1.75
H -2.34 -0.73 2.50
O -0.92 -0.83 -3.26
H -0.79 -0.99 -2.32
H -0.50 -1.61 -3.64
O 0.05 -2.09 -0.41
H -0.63 -2.31 0.24
H 0.70 -1.66 0.15

=====

14.
17
Properties=species:S:1:pos:R:3 method="wB97M-V/def2-TZVPD" orbital_gap_ev=9.859 e_tot_ev=-13483.07289 homo_energy_ev=-9.974 lumo_energy_ev=-0.11 relative_energy_kcal_mol=51.5
O 2.41 -2.27 -1.22
C 1.37 -1.68 -0.93
O 1.24 -1.66 0.41
H 0.71 -1.21 -1.71
H 0.52 -1.07 0.70
O -1.19 -0.47 -1.06
H -1.09 0.29 -0.57
H -2.14 -0.75 -1.18
O 0.04 1.58 1.00
H -0.51 1.42 1.78
H 0.80 1.97 1.15
O -0.73 0.86 3.36
H -0.03 0.24 3.27
H -1.45 0.23 3.51
O 0.22 1.10 -2.72
H 0.00 0.40 -2.18
H -0.17 1.05 -3.60

=====

15.
17
Properties=species:S:1:pos:R:3 method="wB97M-V/def2-TZVPD" orbital_gap_ev=11.267 e_tot_ev=-13483.47025 homo_energy_ev=-11.055 lumo_energy_ev=0.21 relative_energy_kcal_mol=42.3
O -0.46 1.48 -0.49
C -0.90 2.25 0.32
O -1.92 2.08 1.13
H -0.35 3.22 0.48
H -2.55 2.83 1.20
O -1.16 -2.08 0.83
H -0.86 -1.56 0.04
H -1.03 -2.97 0.49
O 1.98 1.16 -1.23
H 1.15 0.77 -0.88
H 2.29 0.44 -1.86
O -0.32 -1.80 -2.47
H -0.15 -2.22 -3.32
H 0.37 -1.12 -2.50
O 2.21 -1.96 2.31
H 1.73 -2.45 1.64
H 2.37 -1.12 1.83

=====

16.
17
Properties=species:S:1:pos:R:3 method="wB97M-V/def2-TZVPD" total_charge=+1 orbital_gap_ev=10.645 e_tot_ev=-10330.57135 homo_energy_ev=-14.958 lumo_energy_ev=-4.31 relative_energy_kcal_mol=63.9
N 0.44 -0.68 -1.63
C -0.60 -1.31 -1.07
N -1.28 -0.80 -0.03
H 0.38 0.38 -1.70
H 1.41 -0.98 -1.85
H -0.95 -2.33 -1.45
H -1.79 -1.37 0.49
H -1.69 0.12 -0.10
H 3.43 -1.54 0.47
H 3.42 -2.85 -0.32
O 2.99 -1.93 -0.26
H 0.28 2.85 -0.73
H -0.62 2.43 0.48
O -0.08 1.95 -0.27
H -2.46 1.67 2.75
H -1.21 2.55 2.91
O -1.68 1.85 2.31

=====

17.
17
Properties=species:S:1:pos:R:3 method="wB97M-V/def2-TZVPD" total_charge=+2 orbital_gap_ev="11.283 / 3.970" e_tot_ev=-10317.66614 homo_energy_ev="-19.293 / -19.154" lumo_energy_ev="-8.01 / -15.18" multiplicity=2 relative_energy_kcal_mol=9.5
N 0.01 0.51 -0.02
C 0.42 1.67 -0.50
N 0.39 2.06 -1.74
H -0.18 -0.26 -0.64
H 0.00 0.39 0.98
H 0.78 2.41 0.22
H 0.80 2.94 -1.99
H -0.05 1.50 -2.46
H 0.74 -0.35 3.79
H 0.46 -1.36 2.68
O 0.51 -0.38 2.83
H -2.38 0.56 -2.37
H -2.42 -0.94 -2.24
O -2.12 -0.14 -1.77
H 0.47 -3.09 0.52
H 1.66 -2.97 1.54
O 0.90 -2.53 1.16

=====

18.
18
Properties=species:S:1:pos:R:3 method="wB97M-V/def2-TZVPD" orbital_gap_ev=10.203 e_tot_ev=-11828.84711 homo_energy_ev=-9.739 lumo_energy_ev=0.46 relative_energy_kcal_mol=11.7
N 0.44 -0.82 -0.33
C -0.34 -0.61 -1.33
N -1.25 -1.52 -1.83
N -0.32 0.60 -1.97
H 0.30 -1.66 0.20
H -1.45 -1.41 -2.82
H -1.16 -2.41 -1.37
H 0.34 1.28 -1.70
H -1.18 0.84 -2.44
O -2.62 1.74 3.07
H -2.91 0.89 3.39
H -1.93 1.45 2.46
O 3.58 -0.50 -0.53
H 3.95 0.18 0.02
H 2.65 -0.51 -0.26
O 0.31 0.80 1.96
H 1.08 0.68 2.52
H 0.45 0.19 1.22

=====

19.
17
Properties=species:S:1:pos:R:3 method="wB97M-V/def2-TZVPD" orbital_gap_ev=3.445 e_tot_ev=-10888.22654 homo_energy_ev=-8.427 lumo_energy_ev=-4.98 relative_energy_kcal_mol=179.8
N 1.79 0.34 -0.05
C 2.34 -0.99 -0.06
O -0.17 -1.90 0.27
H 2.05 0.72 -0.96
H 0.75 0.31 -0.13
H 2.85 -1.12 -1.02
H 3.11 -1.04 0.71
H 0.78 -1.68 0.08
H 0.19 1.30 1.82
H -1.30 1.50 1.20
O -0.58 1.88 1.78
H -0.91 -0.85 -2.25
H -0.08 -2.64 0.87
O -0.72 0.06 -2.07
H -3.05 0.42 0.27
H -1.33 0.33 -1.34
O -2.15 0.73 0.10

=====

20.
17
Properties=species:S:1:pos:R:3 method="wB97M-V/def2-TZVPD" total_charge=-1 orbital_gap_ev=7.236 e_tot_ev=-20242.05832 homo_energy_ev=-3.567 lumo_energy_ev=3.67 relative_energy_kcal_mol=19.9
C -1.94 0.25 1.23
S -2.32 -0.96 -0.12
H -2.55 0.08 2.14
H -1.03 0.60 1.46
H -2.44 1.16 0.79
H -0.05 -0.47 -2.74
H -0.50 0.16 -1.55
O 0.23 0.19 -2.21
H -0.11 -1.59 0.04
H 0.28 -1.47 1.46
O 0.73 -1.72 0.66
H 1.74 1.38 0.04
H 0.33 1.27 0.47
O 1.08 1.87 0.50
H 2.01 0.00 -1.46
H 2.04 -0.72 -0.09
O 2.52 -0.02 -0.62